{"formula": "C3H3Cl2NS", "method": "ωB97M-V with the def2-TZVPD basis set", "elements": ["S", "C", "Cl", "N", "C", "C", "Cl", "H", "H", "H"], "coordinates": [[-2.499, -1.077, 0.917], [-1.815, -0.802, -0.729], [-2.775, -1.732, -1.880], [-0.874, -0.131, -1.189], [0.192, 0.588, -0.836], [1.224, 0.073, -0.133], [2.767, 0.729, -0.025], [-1.817, -0.140, 1.765], [0.377, 1.498, -1.274], [1.164, -0.958, 0.380]], "atomic_forces_ev_per_a": [[0.75, 0.95, 0.67], [0.79, 0.76, 0.22], [-0.02, 0.05, 0.35], [-2.39, -1.23, -0.58], [2.47, -1.60, 2.36], [-1.71, -2.50, 0.84], [0.85, 0.79, 0.05], [-0.53, -1.09, -1.60], [-0.12, 2.12, -1.27], [-0.09, 1.76, -1.04]], "smiles": "S/C(Cl)=N\\C=C\\Cl", "homo_lumo_gap_ev": 9.00, "e_lumo_ev": 0.39, "de_lowest_kj_mol": 93.8}